Below is a cluster of 2 separate species, C9H14Br2O3 in total at a distorted geometry, with properties calculated with wB97M-V/def2-TZVPD.

XYZ file:
```
28
Properties=species:S:1:pos:R:3:nbo_charge:R:1
C -1.013 -4.125 -1.612 -0.322
C -0.840 -2.817 -1.565 -0.107
C -1.310 -1.890 -0.452 0.785
C -0.005 -2.128 -2.626 -0.641
C 1.666 2.742 1.738 -0.617
C -0.627 1.771 1.854 -0.605
C 0.327 2.217 -0.372 -0.396
C 0.653 1.823 1.015 -0.268
C 1.195 0.440 1.052 0.632
O -2.207 -2.403 0.323 -0.670
O 1.076 -0.425 1.855 -0.499
O -0.900 -0.768 -0.341 -0.626
Br -0.662 3.894 -0.438 -0.019
Br 2.797 0.380 -0.075 -0.090
H -0.626 -4.784 -2.399 0.206
H -1.421 -4.576 -0.744 0.203
H -0.617 -1.792 -3.435 0.215
H 0.362 -1.285 -2.122 0.238
H 0.671 -2.686 -3.113 0.215
H 1.402 3.821 2.121 0.244
H 2.559 2.913 1.179 0.228
H 1.900 2.373 2.753 0.229
H -0.960 2.878 2.034 0.227
H -1.398 1.310 1.253 0.224
H -0.515 1.266 2.796 0.227
H -0.317 1.562 -0.831 0.235
H 1.155 2.266 -1.032 0.238
H -2.346 -1.978 1.184 0.512
```

The structure (SMILES) is CC(C)(CBr)C(=O)Br.C=C(C)C(=O)O. The total energy is -155786.5057 eV. Its highest occupied orbital energy is -10.0860 eV. Its molecular weight is 330.016 g/mol. The value obtained for the strongest force on any atom is 3.93 eV/Å. Its relative energy (zero: lowest compared OMol25 entry of this formula, charge and spin) is 0.000 eV.